1.
ORCA calculation (ωB97M-V/def2-TZVPD) on the molecule C26H23N7O4 at a distorted geometry.

Structure (XYZ):
```
60
Properties=species:S:1:pos:R:3:lowdin_charge:R:1
O -0.99 2.45 3.72 0.06
O -0.23 4.00 2.43 0.09
O 2.67 -0.14 -3.14 0.10
O 2.09 -3.65 2.69 -0.10
N -1.99 -3.75 -3.46 0.16
N -1.66 0.51 -1.36 0.07
N -3.44 -0.91 -1.97 0.18
N 2.20 0.34 2.27 -0.14
N -4.46 2.75 -0.51 0.08
N -0.17 2.90 2.93 -0.37
N 2.75 1.33 1.56 0.11
C 1.85 0.61 -2.64 -0.37
C 1.52 -1.27 0.02 0.04
C -0.16 2.45 -1.53 -0.10
C -0.40 0.98 -1.69 -0.12
C 0.93 -3.90 0.55 0.00
C -1.18 -1.59 -2.38 -0.14
C 0.79 -1.98 -0.91 -0.14
C 1.95 -1.83 1.21 -0.11
C 0.89 2.06 2.55 -0.16
C -2.09 -0.70 -1.88 -0.23
C 0.50 -3.31 -0.63 0.00
C 0.90 2.93 -2.52 -0.17
C 2.15 2.07 -2.39 -0.10
C -1.61 -2.77 -2.99 -0.23
C -4.25 2.90 0.79 -0.13
C -3.21 2.29 1.47 -0.03
C -2.55 1.33 -0.62 -0.22
C -3.63 1.98 -1.20 -0.10
C -2.34 1.48 0.75 0.02
C 0.30 -1.34 -2.20 -0.15
C 0.54 0.15 -2.19 -0.08
C 2.74 -0.99 2.19 -0.05
C 1.86 -5.01 2.99 -0.08
C 1.98 2.38 1.72 -0.07
C 1.65 -3.17 1.49 -0.23
C 1.08 0.72 2.88 0.04
H -1.52 0.97 1.23 0.12
H 0.52 2.86 -3.53 0.13
H -4.04 -0.42 -1.33 0.09
H -1.09 3.01 -1.69 0.12
H 1.14 3.98 -2.32 0.12
H -4.95 3.54 1.30 0.11
H 2.71 -1.46 3.18 0.13
H 0.49 0.07 3.49 0.15
H 0.69 -4.94 0.73 0.11
H 0.87 -1.79 -3.03 0.16
H 2.56 2.15 -1.38 0.12
H 0.17 2.66 -0.51 0.12
H 1.79 -0.24 -0.18 0.11
H 0.79 -5.23 3.05 0.10
H 3.77 -0.90 1.86 0.14
H 2.32 -5.17 3.96 0.09
H 2.93 2.39 -3.08 0.12
H 2.33 -5.67 2.25 0.10
H -3.08 2.43 2.53 0.09
H -0.05 -3.91 -1.33 0.11
H -3.72 -1.85 -2.21 0.10
H 2.21 3.32 1.26 0.12
H -3.83 1.89 -2.26 0.13
```

Results
Net charge: 0
HOMO-LUMO gap, hartree: 0.2764
LUMO level, eV: -0.652
Energy relative to the best compared isomer or geometry (same formula, charge and spin), kcal/mol: 38.8

---

2.
ORCA calculation (ωB97M-V/def2-TZVPD) on the molecule C22H35N3O2.

Structure (XYZ):
```
62
Properties=species:S:1:pos:R:3:lowdin_charge:R:1
O 3.01 -2.66 1.53 0.06
O 5.86 0.42 -1.10 -0.12
N -0.56 0.05 0.03 -0.17
N 5.04 0.72 0.02 -0.18
N 2.94 -1.19 -0.19 0.11
C 1.51 -1.20 -0.37 -0.29
C -3.61 1.94 0.52 -0.03
C -0.90 0.02 -1.38 -0.19
C 5.06 -1.60 0.84 -0.08
C -5.48 0.46 0.89 -0.24
C 3.57 -1.88 0.78 -0.50
C -3.22 -0.34 1.10 -0.03
C -2.71 0.91 0.78 -0.23
C -6.92 -1.54 -0.92 -0.08
C 5.29 2.14 0.25 -0.15
C -0.36 -1.25 -2.01 -0.17
C 1.15 -1.32 -1.85 -0.15
C 5.36 -0.13 1.16 -0.16
C 0.88 0.08 0.21 -0.14
C -7.34 0.86 -1.51 -0.08
C -4.97 1.72 0.58 -0.04
C -6.96 0.21 0.91 -0.14
C 6.79 2.34 -0.06 -0.13
C 7.08 1.15 -0.99 -0.18
C -4.58 -0.56 1.15 -0.04
C -1.23 1.13 0.73 -0.16
C -7.53 -0.22 -0.45 -0.42
H 3.47 -0.47 -0.67 0.12
H -0.63 -1.28 -3.07 0.11
H -5.85 -1.42 -1.09 0.07
H -7.18 -0.57 1.64 0.12
H 4.74 0.21 1.99 0.13
H 1.10 0.12 1.28 0.13
H -0.82 -2.11 -1.52 0.12
H 5.01 2.42 1.26 0.12
H -7.07 -2.32 -0.18 0.08
H 1.62 -0.49 -2.40 0.12
H -1.01 2.12 0.28 0.13
H 7.88 0.51 -0.60 0.11
H -1.99 0.05 -1.46 0.12
H 6.42 -0.03 1.45 0.12
H 7.34 1.45 -2.01 0.12
H -7.79 1.80 -1.19 0.08
H -6.28 1.03 -1.69 0.07
H 1.34 0.96 -0.27 0.13
H -5.65 2.54 0.39 0.11
H 6.97 3.29 -0.55 0.11
H -0.84 1.15 1.76 0.13
H -4.95 -1.54 1.41 0.11
H -3.24 2.93 0.28 0.11
H 5.49 -2.23 1.62 0.12
H 4.68 2.70 -0.47 0.12
H -7.81 0.56 -2.45 0.08
H 7.38 2.29 0.85 0.10
H -0.49 0.91 -1.91 0.13
H 5.51 -1.85 -0.12 0.12
H 1.55 -2.25 -2.26 0.12
H 1.12 -2.06 0.18 0.15
H -2.52 -1.14 1.30 0.12
H -8.61 -0.37 -0.31 0.13
H -7.38 -1.85 -1.85 0.08
H -7.48 1.13 1.23 0.12
```

Results
Net charge: 0
HOMO-LUMO gap, hartree: 0.3403
LUMO level, eV: 0.722
Energy relative to the best compared isomer or geometry (same formula, charge and spin), kcal/mol: 88.4

---

3.
ORCA calculation (ωB97M-V/def2-TZVPD) on a structure of composition C29H48Cl2CoN3O4SiTe at a distorted geometry.

Structure (XYZ):
```
89
Properties=species:S:1:pos:R:3:lowdin_charge:R:1
Te 2.98 1.53 -0.49 0.88
Co -0.41 0.26 -3.61 0.15
Cl 0.73 1.36 -1.85 0.04
Cl 4.23 0.41 -5.50 0.36
Si 2.25 0.50 -4.80 0.14
O -1.03 -1.47 -3.07 -0.09
O -1.83 1.78 -3.43 -0.07
O -2.08 0.55 -0.27 -0.04
O 1.55 -1.01 -5.92 -0.28
N -1.33 -3.04 -1.47 -0.18
N -2.74 3.83 -2.95 -0.19
N -1.85 1.13 1.93 -0.19
C 2.35 -0.82 -3.39 -0.26
C 0.16 2.03 -9.31 -0.12
C -1.92 2.80 -2.70 -0.30
C 2.76 0.72 1.40 -0.70
C -2.36 5.14 -2.44 -0.06
C -3.84 3.77 -3.91 -0.04
C 0.45 1.18 -5.57 -0.22
C 2.20 -1.13 2.84 -0.12
C 2.21 1.07 -8.45 -0.05
C -1.11 0.95 3.17 -0.05
C -0.53 0.86 -9.00 -0.09
C 1.51 -0.10 -8.14 -0.22
C -3.16 1.78 1.99 -0.05
C -1.39 0.61 0.76 -0.32
C 2.03 -0.23 3.90 -0.15
C 1.52 2.16 -9.01 -0.10
C 0.16 -0.24 -8.46 -0.05
C 2.41 2.42 -4.64 -0.31
C 2.15 -1.11 -7.20 -0.42
C 2.25 -4.01 -9.89 -0.13
C 2.70 1.63 2.47 -0.19
C 2.27 -2.53 -7.78 -0.23
C 1.97 -2.78 -9.08 -0.12
C 2.59 -0.67 1.57 -0.16
C -0.40 -3.87 -2.23 -0.03
C 2.94 -3.52 -6.87 -0.05
C 2.30 1.15 3.73 -0.14
C -1.64 -1.87 -2.02 -0.24
C -1.52 -3.31 -0.05 -0.04
H -3.92 1.14 1.53 0.09
H 0.58 -3.37 -2.31 0.09
H 1.58 2.97 -4.18 0.00
H 2.10 -3.75 -10.95 0.06
H -2.56 -3.15 0.25 0.09
H 3.28 1.12 -8.24 0.10
H -4.51 2.93 -3.68 0.09
H -4.39 4.72 -3.78 0.07
H -1.58 5.60 -3.06 0.10
H -0.26 1.65 3.24 0.08
H -1.79 1.12 4.02 0.08
H -1.61 0.77 -9.19 0.10
H -2.46 -1.27 -1.55 0.14
H 2.57 2.86 -5.63 0.02
H 3.29 -4.36 -9.82 0.07
H -3.24 5.79 -2.47 0.07
H 2.52 -0.41 -2.38 -0.11
H -1.32 2.97 -1.78 0.09
H 2.74 -1.32 0.71 0.09
H 1.54 -1.57 -3.36 0.01
H -3.49 3.71 -4.95 0.10
H -0.38 2.86 -9.79 0.09
H 3.24 -0.87 -7.16 0.05
H 2.91 2.68 2.27 0.07
H -0.70 -0.07 3.22 0.08
H -3.14 2.74 1.44 0.09
H -1.24 -4.36 0.11 0.08
H -0.33 0.27 0.83 0.13
H 3.28 -1.38 -3.65 0.01
H 1.55 -1.96 -9.67 0.09
H -1.99 5.03 -1.41 0.09
H -3.38 1.96 3.04 0.08
H 1.70 -0.59 4.88 0.09
H -0.31 -4.81 -1.68 0.08
H -0.33 0.42 -5.82 0.04
H 3.16 -4.46 -7.40 0.06
H 1.56 -4.85 -9.70 0.07
H -0.32 -1.19 -8.25 0.12
H 3.88 -3.08 -6.48 0.09
H 3.29 2.62 -4.03 -0.01
H 2.00 -2.20 3.00 0.09
H 2.05 3.08 -9.24 0.10
H -0.05 2.09 -5.21 0.02
H -0.86 -2.68 0.56 0.09
H 2.31 -3.76 -5.99 0.09
H -0.79 -4.07 -3.24 0.10
H 2.17 1.84 4.56 0.10
H 0.81 1.48 -6.57 0.02
```

Results
<S²>: 3.77
Net charge: -1
HOMO-LUMO gap (spin up / spin down), hartree: 0.1893 / 0.1916
LUMO level (spin up / spin down), eV: 2.197 / 2.197
Spin multiplicity: 4
Energy relative to the best compared isomer or geometry (same formula, charge and spin), kcal/mol: 62.6

---

4.
ORCA calculation (ωB97M-V/def2-TZVPD) on a structure of composition C12H9AgIOS2 at a distorted geometry.

Structure (XYZ):
```
26
Properties=species:S:1:pos:R:3:lowdin_charge:R:1
I -2.65 2.05 -0.18 0.79
Ag -0.53 0.92 -1.93 0.42
S 0.18 2.75 -3.58 0.49
S -0.26 -0.11 -4.37 0.46
O 2.01 0.84 -3.68 -0.28
C -0.90 -0.27 1.08 -0.27
C 2.87 1.82 -3.15 -0.17
C 0.70 1.15 -3.80 -1.52
C -2.35 -0.22 3.53 -0.11
C -0.64 -1.19 2.14 -0.19
C -1.37 -1.15 3.34 -0.06
C 0.35 -2.18 1.96 -0.08
C -0.15 -0.32 -0.14 -0.18
C -2.63 0.69 2.51 -0.20
C -1.94 0.64 1.33 -0.57
C 1.04 -2.26 0.79 -0.11
C 0.80 -1.34 -0.24 -0.16
H -1.16 -1.88 4.11 0.10
H 1.38 -1.44 -1.15 0.08
H 2.66 1.99 -2.09 0.08
H 3.88 1.45 -3.28 0.08
H -3.41 1.43 2.64 0.07
H 0.54 -2.88 2.77 0.10
H -2.93 -0.19 4.44 0.09
H 1.78 -3.04 0.64 0.09
H 2.74 2.77 -3.69 0.04
```

Results
Net charge: -1
HOMO-LUMO gap, hartree: 0.2444
LUMO level, eV: 2.647
Energy relative to the best compared isomer or geometry (same formula, charge and spin), kcal/mol: 13.0

---

5.
ORCA calculation (ωB97M-V/def2-TZVPD) on a structure of composition C26H18Cl4F3IrN2O5S2Se at a distorted geometry.

Structure (XYZ):
```
62
Properties=species:S:1:pos:R:3:lowdin_charge:R:1
Ir 0.77 -0.18 -0.44 1.35
Se -1.07 0.62 -1.94 0.88
Cl 5.32 4.95 -1.10 0.64
Cl 2.29 4.47 -1.79 0.72
Cl 7.05 2.57 0.01 0.64
Cl 5.68 -0.27 0.39 0.68
S 0.99 -4.58 -2.22 1.07
S -1.66 -4.80 1.09 0.62
F 1.72 0.97 1.88 0.07
F 0.11 2.15 1.06 0.08
F -0.34 0.33 2.10 0.07
O -0.81 -1.36 0.19 -0.29
O 2.81 -0.25 -0.37 -0.25
O 1.38 1.67 -1.16 -0.31
O -2.72 -5.06 2.02 -0.30
O -1.37 -5.82 0.11 -0.33
N 1.26 -2.27 -1.24 -0.13
N -1.83 -3.36 0.36 0.00
C -3.44 0.11 0.28 -0.06
C -4.33 3.69 -0.52 -0.28
C 2.43 -2.92 -0.97 -0.22
C 0.18 -3.11 1.60 -0.13
C -0.16 -4.41 1.95 -0.21
C -3.23 4.09 -1.26 -0.03
C 4.78 1.09 -0.21 -0.60
C 3.26 3.18 -1.18 -0.58
C 4.61 3.39 -0.87 -0.71
C 0.53 0.88 1.23 -0.69
C -2.29 1.88 -1.16 -0.47
C 3.44 0.90 -0.50 -0.39
C 2.47 -4.19 -1.43 -0.36
C 5.38 2.34 -0.38 -0.71
C 1.34 -2.54 2.09 -0.01
C 2.67 1.95 -0.96 -0.37
C -1.03 3.74 -2.37 -0.11
C 2.14 -3.30 2.94 -0.05
C -0.86 -2.54 0.66 -0.50
C -2.20 3.21 -1.58 -0.29
C -4.36 2.39 -0.04 -0.02
C 0.42 -3.02 -1.91 -0.46
C -3.36 1.47 -0.33 -0.28
C 1.78 -4.60 3.29 -0.07
C -5.47 4.65 -0.26 -0.06
C 0.62 -5.17 2.79 -0.04
H -6.22 4.20 0.38 0.07
H -3.38 -0.68 -0.47 0.07
H -5.94 4.94 -1.20 0.08
H 3.26 -4.91 -1.36 0.07
H -1.26 3.76 -3.44 0.09
H 1.62 -1.53 1.83 0.09
H -0.57 -2.69 -2.20 0.09
H -0.82 4.77 -2.06 0.07
H -0.14 3.14 -2.22 -0.01
H -5.19 2.07 0.58 0.11
H 2.41 -5.16 3.96 0.10
H -2.61 -0.06 0.96 0.06
H 3.21 -2.40 -0.45 0.10
H 3.05 -2.87 3.34 0.11
H 0.34 -6.19 3.05 0.12
H -3.16 5.12 -1.60 0.12
H -4.38 -0.01 0.83 0.08
H -5.11 5.56 0.22 0.08
```

Results
<S²>: 0.76
Net charge: -1
HOMO-LUMO gap (spin up / spin down), hartree: 0.2610 / 0.2203
LUMO level (spin up / spin down), eV: 1.868 / 0.831
Spin multiplicity: 2
Energy relative to the best compared isomer or geometry (same formula, charge and spin), kcal/mol: 19.9

---

6.
ORCA calculation (ωB97M-V/def2-TZVPD) on a structure of composition C14H17Br6F9O6 at a distorted geometry.

Structure (XYZ):
```
52
Properties=species:S:1:pos:R:3:lowdin_charge:R:1
Br -0.88 -19.34 35.56 0.52
Br 8.13 -7.16 35.62 0.52
Br 7.22 -10.29 35.87 0.51
Br 1.48 -18.88 37.83 0.57
Br 6.31 -8.21 38.18 0.51
Br 1.01 -16.68 35.53 0.53
F 10.00 -20.37 25.29 0.12
F -6.60 -11.71 24.63 0.16
F 7.31 -12.51 29.29 0.15
F 5.54 -13.81 29.51 0.22
F 7.97 -19.92 25.97 0.20
F -5.37 -12.88 26.02 0.26
F -7.08 -13.77 25.14 0.15
F 6.16 -13.21 27.61 0.23
F 8.67 -21.90 26.04 0.19
O -8.67 -12.86 26.79 -0.02
O 3.89 -11.93 28.45 0.03
O 8.74 -21.83 23.19 0.18
O 5.46 -10.56 29.35 0.12
O -7.20 -11.09 27.42 0.12
O 7.19 -20.19 23.54 0.01
C 2.18 -10.99 30.01 -0.06
C 7.86 -19.50 21.25 -0.05
C 8.18 -21.04 23.87 -0.37
C 5.13 -11.64 28.85 -0.34
C -10.66 -11.50 27.39 -0.05
C 6.72 -8.41 36.25 -1.51
C 0.19 -18.06 36.65 -1.58
C 6.06 -12.84 28.83 -0.63
C -9.62 -12.54 27.82 -0.21
C 8.68 -20.80 25.34 -0.56
C -7.51 -12.05 26.68 -0.26
C -6.54 -12.64 25.61 -0.61
C 2.80 -11.02 28.62 -0.20
C 6.75 -20.03 22.22 -0.19
H 5.77 -8.17 35.76 -0.03
H 7.42 -19.38 20.26 0.07
H -10.01 -13.48 28.23 0.12
H 2.91 -10.58 30.71 0.08
H 5.88 -19.37 22.20 0.12
H 6.47 -21.04 21.91 0.12
H -10.24 -10.73 26.75 0.08
H -8.99 -12.20 28.64 0.11
H 3.15 -10.03 28.34 0.12
H 1.99 -12.00 30.39 0.08
H -11.16 -11.15 28.29 0.08
H -0.49 -17.62 37.38 -0.04
H 8.24 -18.54 21.60 0.08
H -11.39 -11.94 26.70 0.07
H 2.04 -11.25 27.87 0.12
H 1.20 -10.52 30.10 0.08
H 8.69 -20.20 21.20 0.07
```

Results
Net charge: 0
HOMO-LUMO gap, hartree: 0.3671
LUMO level, eV: -0.365
Energy relative to the best compared isomer or geometry (same formula, charge and spin), kcal/mol: 49.0

---

7.
ORCA calculation (ωB97M-V/def2-TZVPD) on a structure of composition C27H40N9P2RbS.

Structure (XYZ):
```
80
Properties=species:S:1:pos:R:3:lowdin_charge:R:1
Rb 0.26 -0.46 0.23 0.52
S 0.89 -2.61 2.59 0.40
P -1.36 2.06 2.13 0.80
P 1.73 1.38 2.80 0.79
N -2.74 -0.79 0.65 0.08
N -0.49 -1.92 -2.31 0.07
N 2.22 1.11 -1.37 0.13
N -2.05 1.31 -1.18 0.09
N -4.12 0.22 -0.98 0.13
N 3.26 -3.72 2.27 0.02
N 1.12 -3.16 -0.44 -0.04
N 4.54 1.65 -2.05 -0.20
N 2.11 -3.70 0.34 -0.06
C -5.08 -1.31 0.58 -0.02
C -4.94 -2.16 1.65 -0.07
C -2.91 3.01 1.86 -0.30
C -3.71 1.61 -2.87 -0.02
C -1.60 2.72 -3.07 -0.07
C -3.68 -2.32 2.23 -0.06
C 3.30 1.36 -1.69 -0.30
C 3.45 1.23 2.19 -0.29
C -1.28 -1.37 -3.22 -0.14
C -0.12 -3.20 -2.48 -0.22
C -1.71 1.38 3.80 -0.30
C -1.78 -2.04 -4.33 -0.07
C -2.63 -1.62 1.69 -0.16
C 2.10 -3.36 1.61 -0.95
C 1.28 3.05 2.15 -0.45
C -0.16 3.43 2.51 -0.44
C 1.43 -5.15 -1.86 -0.05
C -3.94 -0.64 0.11 -0.31
C -0.58 -3.95 -3.57 -0.02
C -3.25 1.05 -1.66 -0.33
C 0.84 -3.81 -1.50 -0.30
C -1.25 2.13 -1.87 -0.16
C 5.53 0.58 -1.84 -0.04
C -2.87 2.45 -3.57 -0.08
C -1.42 -3.36 -4.50 -0.07
C 2.04 1.78 4.57 -0.29
C 5.01 3.01 -1.83 -0.04
H -2.60 0.75 3.73 0.03
H 1.11 2.06 5.05 0.02
H 1.36 2.97 1.06 0.06
H 2.42 0.89 5.07 0.04
H -4.70 1.38 -3.24 0.11
H -0.91 3.36 -3.59 0.10
H -5.80 -2.70 2.03 0.11
H -1.54 -0.33 -3.06 0.08
H 5.93 0.60 -0.82 0.09
H -5.03 0.15 -1.40 0.13
H 5.37 3.15 -0.80 0.09
H 1.98 3.82 2.48 0.08
H -3.52 -2.98 3.07 0.11
H -1.63 -1.74 2.09 0.02
H -0.24 3.73 3.56 0.07
H -3.20 2.88 -4.50 0.11
H 4.20 3.71 -2.03 0.09
H 6.35 0.72 -2.55 0.09
H 3.90 0.33 2.61 0.04
H -3.14 3.69 2.68 0.04
H -0.47 4.29 1.92 0.07
H -6.04 -1.16 0.11 0.11
H 3.84 -4.38 1.77 0.07
H -0.27 2.29 -1.44 0.08
H 4.07 2.10 2.46 0.04
H -3.73 2.30 1.75 0.03
H 0.65 -5.92 -1.91 0.08
H 3.44 1.12 1.11 0.00
H 2.15 -5.44 -1.10 0.06
H -0.28 -4.98 -3.68 0.10
H 5.06 -0.38 -2.03 0.10
H -2.83 3.57 0.93 0.03
H 1.92 -5.12 -2.83 0.08
H -1.77 -3.94 -5.34 0.11
H 5.83 3.21 -2.52 0.09
H -2.42 -1.52 -5.03 0.10
H 2.76 2.59 4.70 0.04
H -0.89 0.75 4.14 0.02
H -1.90 2.17 4.54 0.04
H 3.17 -3.86 3.26 0.05
```

Results
Net charge: 0
HOMO-LUMO gap, hartree: 0.2392
LUMO level, eV: 0.196
Energy relative to the best compared isomer or geometry (same formula, charge and spin), kcal/mol: 13.9

---

8.
ORCA calculation (ωB97M-V/def2-TZVPD) on a structure of composition C27H16MoN6O6S7 at a distorted geometry.

Structure (XYZ):
```
63
Properties=species:S:1:pos:R:3:lowdin_charge:R:1
Mo 0.60 -0.39 -1.31 1.41
S 6.51 1.22 -5.68 0.54
S -0.12 -2.94 -0.17 0.53
S 2.25 1.45 -1.69 0.64
S 4.68 1.88 -3.43 0.89
S 1.60 -1.10 -3.52 0.67
S -2.40 -1.35 -2.18 0.53
S 4.12 -0.44 -5.06 0.91
O 0.92 -2.73 -1.20 -0.44
O 0.30 -3.73 0.95 -0.26
O -0.58 -1.56 0.18 -0.41
O -3.16 -1.27 -3.40 -0.27
O -2.83 -0.51 -1.09 -0.28
O -0.92 -1.14 -2.50 -0.60
N -2.58 3.20 -2.39 0.12
N -0.62 1.32 -1.84 -0.08
N 3.96 -1.69 2.12 0.11
N 2.27 -0.79 0.12 -0.06
N 0.31 0.83 0.49 -0.01
N -1.14 4.39 6.38 0.07
C 5.17 0.91 -4.79 -1.52
C -1.18 2.05 -0.86 -0.18
C -3.73 -5.11 -1.83 -0.05
C 2.11 -0.39 1.39 -0.18
C -1.54 -3.72 -0.88 -0.22
C -2.10 3.94 5.57 -0.13
C -1.70 -5.07 -0.56 -0.04
C -0.92 2.51 1.62 0.08
C -1.86 3.24 4.40 -0.01
C -2.16 2.98 -1.15 -0.04
C -0.62 1.79 0.48 -0.16
C 2.95 -0.86 2.38 -0.04
C 4.12 -2.05 0.85 -0.06
C 3.27 -1.62 -0.15 -0.07
C -3.57 -3.77 -2.15 -0.04
C 0.12 4.14 6.02 -0.13
C -2.80 -5.76 -1.04 -0.06
C 1.02 0.59 1.59 -0.17
C 0.77 1.28 2.77 0.08
C 0.47 3.44 4.87 -0.01
C 2.99 -0.11 -3.76 -1.15
C -0.54 2.98 4.04 -0.18
C -1.03 1.54 -3.09 -0.08
C -0.23 2.23 2.79 -0.12
C -2.48 -3.06 -1.68 -0.21
C -2.01 2.48 -3.35 -0.06
C 3.26 0.95 -3.01 -1.14
H -2.68 2.88 3.80 0.12
H -0.97 -5.54 0.07 0.11
H 3.37 -1.94 -1.18 0.11
H 1.51 3.28 4.62 0.12
H -2.93 -6.80 -0.79 0.11
H 1.35 1.07 3.66 0.12
H 0.89 4.51 6.68 0.11
H -4.59 -5.65 -2.20 0.11
H -2.64 3.56 -0.37 0.12
H -3.12 4.15 5.88 0.11
H -0.57 0.93 -3.86 0.11
H 2.82 -0.58 3.42 0.12
H -4.28 -3.26 -2.78 0.12
H -1.67 3.29 1.59 0.12
H -2.34 2.65 -4.37 0.12
H 4.94 -2.72 0.62 0.12
```

Results
<S²>: 2.02
Net charge: 0
HOMO-LUMO gap (spin up / spin down), hartree: 0.1948 / 0.1893
LUMO level (spin up / spin down), eV: -1.738 / -2.057
Spin multiplicity: 3
Energy relative to the best compared isomer or geometry (same formula, charge and spin), kcal/mol: 6.9

---

- Look up the net charge of the first one.
  0